one | 2 unconnected molecules or ions with the total composition C4H7OP. Source: the OMol25 dataset; level of theory: ωB97M-V with the def2-TZVPD basis set.

orbital gap (alpha / beta) = 7.51 / 6.29 eV
HOMO (alpha / beta) = -8.1 / -7.4 eV

Last column: Löwdin charge in e.
Element x y z (Å)
C1 0.511 0.388 -0.104  -0.132
C2 -0.309 1.243 0.411  -0.196
C3 1.746 0.140 -0.816  -0.184
H1 -0.224 2.308 0.743  0.113
H2 2.478 0.898 -0.721  0.042
O1 -0.358 -3.907 -0.275  -0.637
C4 -1.677 0.797 0.955  -0.110
H3 -2.411 1.179 0.274  0.060
P1 -0.181 -2.837 -1.228  0.742
H4 2.316 -0.871 -0.280  0.129
H5 -1.881 1.200 1.973  0.084
H6 -1.708 -0.242 0.923  0.028
H7 1.698 -0.296 -1.856  0.061

=====

two | 2 unconnected molecules or ions with the total composition C4H7OP. Source: the OMol25 dataset; level of theory: ωB97M-V with the def2-TZVPD basis set.

SMILES = O[C@@H]1CP1.C#C
orbital gap = 10.41 eV
HOMO = -9.5 eV

Last column: Löwdin charge in e.
Element x y z (Å)
H1 -1.825 -3.946 -0.373  0.024
H2 -1.097 0.112 1.064  -0.094
C1 0.837 0.777 0.143  -0.300
O1 -0.020 2.778 -0.906  -0.084
C2 -0.240 1.850 0.089  -0.677
P1 -0.920 0.168 -0.311  0.882
H3 -0.648 2.516 -1.606  0.086
H4 1.084 0.447 1.135  0.048
H5 1.539 0.633 -0.635  0.047
H6 1.205 -3.488 -1.468  -0.010
C3 0.294 -3.482 -1.007  -0.008
H7 -0.688 2.317 0.973  0.106
C4 -0.800 -3.671 -0.553  -0.019

=====

three | A single C4H7OP molecule. Source: the OMol25 dataset; level of theory: ωB97M-V with the def2-TZVPD basis set.

orbital gap = 9.82 eV
HOMO = -9.5 eV

Last column: Löwdin charge in e.
Element x y z (Å)
H1 -1.766 0.457 -1.359  0.068
H2 -2.122 0.561 0.422  0.068
H3 0.029 2.076 0.780  0.021
P1 1.450 0.072 0.323  0.566
H4 -1.605 -1.973 -0.293  0.104
H5 0.531 1.941 -0.981  0.034
O1 2.668 -0.037 -0.488  -0.402
C1 -0.914 -1.146 -0.157  -0.238
C2 0.382 1.459 -0.026  -0.116
H6 1.687 0.121 1.699  0.024
C3 0.351 -1.365 0.169  -0.191
H7 0.787 -2.350 0.266  0.075
C4 -1.476 0.184 -0.357  -0.014

=====

Which of them is the most stable, and which is the least stable? three and one, in that order.

=====

one | 2 unconnected molecules or ions with the total composition C3H10N3S. Source: the OMol25 dataset; level of theory: ωB97M-V with the def2-TZVPD basis set.

orbital gap = 8.86 eV
HOMO = -12.7 eV
net charge = +1

Last column: Löwdin charge in e.
Element x y z (Å)
H1 -0.019 -0.306 -1.484  0.067
N1 0.499 2.032 1.693  0.241
C1 -0.541 0.644 -1.357  -0.011
H2 0.124 1.429 -1.717  0.102
H3 1.735 -0.217 1.878  0.152
H4 -0.060 2.854 1.513  0.150
H5 1.244 2.115 2.372  0.149
H6 -0.360 -3.880 -2.279  -0.218
S1 0.746 -3.530 -1.639  0.473
H7 0.776 -1.014 0.689  0.127
H8 1.330 -4.692 -1.858  -0.221
C2 -0.900 0.887 0.063  -0.371
C3 0.270 0.920 1.034  -0.294
H9 -2.284 1.223 1.407  0.086
N2 0.971 -0.171 1.214  0.251
H10 -1.449 0.642 -1.952  0.101
N3 -2.082 1.063 0.425  0.215

=====

two | 2 unconnected molecules or ions with the total composition C3H10N3S. Source: the OMol25 dataset; level of theory: ωB97M-V with the def2-TZVPD basis set.

orbital gap (alpha / beta) = 8.32 / 8.28 eV
HOMO (alpha / beta) = -13.4 / -14.0 eV
net charge = +1

Last column: Löwdin charge in e.
Element x y z (Å)
H1 2.825 0.757 0.929  0.043
H2 0.896 1.562 0.874  0.063
C1 -1.838 -1.724 0.182  -0.003
N1 -2.596 0.612 0.253  0.203
H3 -0.859 -2.242 0.327  0.032
H4 3.343 -0.723 0.139  0.049
C2 -0.262 0.169 0.107  -0.597
H5 -2.535 -1.857 1.024  0.110
N2 -1.581 -0.231 0.070  -0.301
N3 0.059 1.485 0.397  0.152
H6 -0.703 2.129 0.443  0.100
S1 1.108 -1.022 0.224  0.956
H7 -2.209 1.536 0.457  0.060
H8 2.672 0.667 -0.807  0.032
C3 2.639 0.124 0.080  -0.262
H9 -2.307 -2.129 -0.775  0.126
H10 -0.771 -0.047 -1.756  0.238

=====

three | 2 unconnected molecules or ions with the total composition C3H10N3S. Source: the OMol25 dataset; level of theory: ωB97M-V with the def2-TZVPD basis set.

orbital gap = 9.23 eV
HOMO = -12.9 eV
net charge = +1

Last column: Löwdin charge in e.
Element x y z (Å)
H1 -2.418 -0.734 -1.185  0.096
N1 0.823 0.046 0.955  -0.036
C1 -1.911 -0.557 -0.295  -0.493
H2 1.990 1.736 1.236  0.177
N2 1.856 0.963 0.541  0.026
H3 0.639 0.265 1.937  0.056
H4 -0.229 1.115 -2.157  0.138
H5 -1.457 -2.749 -0.527  0.122
C2 -0.950 0.596 -0.253  -0.601
H6 -2.342 -2.312 0.909  0.080
H7 1.471 1.403 -0.322  0.112
H8 2.826 0.733 0.388  0.152
H9 -0.723 -1.900 0.783  0.016
C3 -1.588 -1.928 0.253  -0.084
S1 -2.242 0.820 0.819  1.044
H10 -0.219 2.348 -1.098  0.116
N3 -0.274 1.348 -1.171  0.077

=====

Which of them is the most stable, and which is the least stable? one and two, in that order.

=====

one | 7 unconnected molecules or ions with the total composition C14H28Br14. Source: the OMol25 dataset; level of theory: ωB97M-V with the def2-TZVPD basis set.

SMILES = BrCCBr.BrCCBr.BrCCBr.BrCCBr.BrCCBr.BrCCBr.BrCCBr
orbital gap = 10.42 eV
HOMO = -10.3 eV

Last column: Löwdin charge in e.
Element x y z (Å)
H1 -6.284 3.791 -3.911  0.059
H2 3.063 -4.689 3.249  0.031
C1 -7.918 3.401 -2.396  -0.634
Br1 -3.138 -3.185 -3.200  0.603
C2 -2.538 -3.716 -4.985  -0.693
Br2 3.457 -2.723 -7.575  0.541
H3 3.835 -5.778 4.263  0.071
H4 -5.767 2.969 -2.498  0.039
C3 -0.870 8.795 1.149  -0.699
Br3 4.218 -4.483 0.623  0.581
C4 4.508 -5.652 2.183  -0.686
C5 1.962 -1.199 8.360  -0.659
C6 2.930 -2.114 9.105  -0.700
C7 -1.745 -5.043 -4.880  -0.707
H5 -3.322 -3.731 -5.742  0.054
C8 4.334 -1.681 -6.078  -0.680
H6 -1.677 1.195 0.054  0.048
Br4 -1.293 -5.750 -6.645  0.601
H7 -0.507 8.190 3.229  0.052
C9 -1.329 8.237 2.514  -0.678
Br5 2.889 0.561 8.073  0.561
H8 -8.053 3.477 -1.317  0.041
Br6 -8.415 1.506 -2.906  0.532
C10 -0.622 1.273 -0.208  -0.645
H9 0.903 -1.103 8.599  0.061
C11 4.066 -5.028 3.507  -0.701
H10 -2.186 8.765 2.934  0.046
H11 4.998 -0.901 -6.452  0.041
H12 4.156 -6.664 1.984  0.061
H13 -8.605 4.086 -2.896  0.051
H14 -0.114 -0.771 -0.590  0.037
Br7 0.089 10.493 1.397  0.595
H15 5.541 -5.989 2.273  0.054
H16 1.333 0.071 -0.312  0.060
H17 -2.344 -5.794 -4.365  0.042
Br8 4.977 -3.384 4.062  0.588
H18 4.928 -2.454 -5.591  0.045
Br9 -2.058 6.427 2.219  0.585
H19 -1.729 8.898 0.486  0.057
H20 -0.174 2.051 0.410  0.057
C12 3.275 -1.143 -5.127  -0.643
H21 3.232 -1.768 10.093  0.051
Br10 -0.687 1.582 -2.197  0.553
H22 -0.174 8.040 0.783  0.043
C13 -6.462 3.738 -2.837  -0.694
Br11 4.260 0.211 -4.025  0.584
H23 3.912 -2.117 8.632  0.054
H24 -0.839 -4.985 -4.276  0.052
H25 -1.915 -2.905 -5.362  0.048
Br12 0.155 -0.458 1.925  0.561
Br13 2.079 -3.882 9.290  0.595
C14 0.286 0.060 -0.009  -0.670
H26 1.850 -1.567 7.340  0.038
H27 2.635 -0.539 -5.771  0.042
Br14 -5.884 5.367 -1.933  0.606
H28 2.777 -1.988 -4.651  0.069

=====

two | 7 unconnected molecules or ions with the total composition C14H28Br14. Source: the OMol25 dataset; level of theory: ωB97M-V with the def2-TZVPD basis set.

SMILES = BrCCBr.BrCCBr.BrCCBr.BrCCBr.BrCCBr.BrCCBr.BrCCBr
orbital gap = 10.36 eV
HOMO = -10.2 eV

Last column: Löwdin charge in e.
Element x y z (Å)
Br1 -16.949 -1.687 -2.662  0.577
H1 -20.316 1.647 -9.155  -0.093
H2 -18.854 1.928 -11.712  0.030
H3 -14.580 -2.611 -2.333  0.094
Br2 -21.406 2.905 -10.895  0.558
C1 -19.080 1.298 -10.847  -0.650
Br3 -15.913 2.119 -13.564  0.539
C2 -19.661 -3.079 -9.186  -0.703
H4 -16.640 -4.437 -13.719  0.038
H5 -16.571 3.263 -8.166  0.069
C3 -17.847 -3.723 -12.087  -0.666
Br4 -13.366 -3.141 -5.100  0.648
C4 -15.338 -2.685 -3.213  -0.704
H6 -15.582 -1.897 -5.212  -0.070
H7 -13.329 -2.409 -8.740  0.042
C5 -19.773 2.203 -9.839  -0.599
H8 -15.752 -3.735 -3.400  0.075
Br5 -17.249 0.741 -10.322  0.654
Br6 -20.853 -4.236 -8.211  0.654
H9 -19.023 -1.007 -9.038  -0.024
H10 -19.981 -3.035 -10.262  0.052
H11 -19.122 3.034 -9.388  0.042
H12 -16.236 -1.289 -9.148  -0.048
C6 -14.790 -2.040 -4.457  -0.830
H13 -14.023 -0.993 -7.914  0.021
Br7 -13.542 -1.725 -14.566  0.643
C7 -14.044 -1.619 -8.796  -0.654
H14 -16.364 3.663 -6.423  0.011
H15 -19.384 -1.849 -7.517  0.037
H16 -15.884 -3.087 -12.690  0.060
H17 -18.246 1.947 -5.909  0.036
H18 -14.490 1.259 -15.383  0.042
H19 -17.932 -3.114 -11.182  0.007
H20 -14.383 -1.045 -4.247  0.052
C8 -15.456 -2.100 -9.026  -0.713
C9 -16.501 -4.040 -12.744  -0.754
H21 -15.825 -0.763 -14.764  0.092
Br8 -15.664 -5.393 -11.781  0.724
C10 -14.940 -0.519 -14.073  -0.761
H22 -18.438 -4.618 -11.873  0.049
C11 -17.633 1.904 -6.742  -0.618
H23 -18.770 -3.613 -9.121  -0.023
Br9 -13.386 -0.537 -10.316  0.620
Br10 -16.151 -3.183 -7.565  0.673
H24 -18.155 1.425 -7.536  -0.012
H25 -15.078 -0.615 -12.982  0.008
Br11 -19.074 -2.641 -13.240  0.577
Br12 -16.270 0.494 -6.419  0.690
C12 -14.506 0.903 -14.375  -0.611
H26 -15.546 -2.768 -9.919  0.035
Br13 -21.321 -0.658 -8.630  0.711
Br14 -18.307 4.672 -7.231  0.630
H27 -13.661 1.349 -13.882  0.036
H28 -19.661 0.431 -11.073  0.028
C13 -19.674 -1.686 -8.526  -0.676
C14 -16.992 3.206 -7.113  -0.644

=====

Which of them is the most stable, and which is the least stable? two and one, in that order.